# 1
{
  "formula": "C29H59BCl2N6O12",
  "method": "ωB97M-V/def2-TZVPD",
  "smiles": "CCOB(O)[C@@H](OC(=O)CCOC(C)=O)/C(Cl)=C(/C)Cl.CN(C)C=O.CN(C)C=O.CN(C)C=O.CN(C)C=O.CN(C)C=O.CN(C)C=O",
  "elements": ["C", "C", "O", "B", "O", "C", "O", "C", "O", "C", "C", "O", "C", "C", "O", "C", "Cl", "C", "C", "Cl", "H", "H", "H", "H", "H", "H", "H", "H", "H", "H", "H", "H", "H", "H", "H", "H", "H", "C", "N", "C", "C", "O", "H", "H", "H", "H", "H", "H", "H", "C", "N", "C", "C", "O", "H", "H", "H", "H", "H", "H", "H", "C", "N", "C", "C", "O", "H", "H", "H", "H", "H", "H", "H", "C", "N", "C", "C", "O", "H", "H", "H", "H", "H", "H", "H", "C", "N", "C", "C", "O", "H", "H", "H", "H", "H", "H", "H", "C", "N", "C", "C", "O", "H", "H", "H", "H", "H", "H", "H"],
  "positions_angstrom": [[7.5589, 2.7911, -6.3649], [6.3040, 3.2718, -5.6628], [5.3469, 2.2026, -5.6439], [4.1703, 2.3719, -5.0017], [3.8892, 3.4882, -4.2335], [3.1091, 1.1811, -5.1005], [1.7868, 1.7486, -5.0558], [0.8591, 1.0408, -4.3697], [1.0175, -0.1108, -4.0666], [-0.3647, 1.8650, -4.0941], [-0.9449, 2.4159, -5.4051], [-0.7556, 3.8402, -5.4571], [-0.3206, 4.3414, -6.6225], [0.4333, 5.6234, -6.4477], [-0.5259, 3.8303, -7.6889], [3.3124, 0.3167, -6.3115], [3.7840, -1.3210, -6.0022], [3.1809, 0.7176, -7.5737], [3.3849, -0.1009, -8.8087], [2.7344, 2.3765, -7.8572], [7.3050, 2.2709, -7.2870], [8.1804, 3.6576, -6.5970], [8.1349, 2.1327, -5.7159], [6.5462, 3.5716, -4.6435], [5.8712, 4.1218, -6.1918], [3.2868, 4.0894, -4.6857], [3.2573, 0.5555, -4.2166], [-0.0897, 2.6947, -3.4433], [-1.0952, 1.2183, -3.6138], [-0.4690, 1.9635, -6.2729], [-2.0040, 2.1709, -5.4554], [1.3686, 5.4344, -5.9203], [0.6603, 6.0232, -7.4314], [-0.1411, 6.3299, -5.8512], [4.2052, -0.8004, -8.6583], [2.4757, -0.6366, -9.0814], [3.6493, 0.5620, -9.6308], [-2.8236, -2.6074, -0.7037], [-2.3551, -1.5139, -1.5291], [-1.0171, -0.9813, -1.2973], [-3.1051, -0.9650, -2.4894], [-2.7444, -0.0463, -3.2101], [-2.8257, -2.3059, 0.3453], [-2.1739, -3.4773, -0.8246], [-3.8349, -2.8852, -0.9991], [-1.0797, 0.0738, -1.0293], [-0.4164, -1.0710, -2.2019], [-0.5438, -1.5262, -0.4857], [-4.1081, -1.4168, -2.5794], [1.6693, -5.3471, 0.6761], [1.6849, -3.9272, 0.9582], [1.1401, -3.4518, 2.2210], [2.1863, -3.0283, 0.0914], [2.2223, -1.8280, 0.2832], [0.6457, -5.7270, 0.6760], [2.2408, -5.8937, 1.4287], [2.1105, -5.5304, -0.3020], [0.3200, -2.7556, 2.0372], [1.9145, -2.9226, 2.7782], [0.7833, -4.2934, 2.8083], [2.5682, -3.4854, -0.8384], [2.7010, -2.8910, 7.2210], [2.2327, -4.1309, 6.6357], [2.6937, -5.3961, 7.1887], [1.3853, -4.1519, 5.5960], [0.9605, -5.1624, 5.0626], [3.7898, -2.8311, 7.1494], [2.4118, -2.8447, 8.2698], [2.2700, -2.0430, 6.6916], [3.2087, -5.9701, 6.4170], [1.8464, -5.9820, 7.5418], [3.3637, -5.2034, 8.0201], [1.0964, -3.1427, 5.2543], [-5.6693, 1.6380, 2.0281], [-4.5961, 0.8183, 1.5009], [-4.6023, 0.4596, 0.0912], [-3.5872, 0.3715, 2.2649], [-2.6738, -0.3302, 1.8647], [-6.6291, 1.1343, 1.8922], [-5.6975, 2.5916, 1.5066], [-5.5108, 1.8090, 3.0921], [-4.6172, -0.6258, -0.0082], [-3.7021, 0.8345, -0.3955], [-5.4762, 0.8900, -0.3893], [-3.6622, 0.6965, 3.3168], [-9.5700, 5.2082, -0.5708], [-8.4788, 4.3783, -1.0389], [-8.4346, 3.9783, -2.4369], [-7.4950, 3.9605, -0.2253], [-6.5613, 3.2636, -0.5777], [-10.5264, 4.7040, -0.7212], [-9.5867, 6.1578, -1.1086], [-9.4463, 5.4113, 0.4908], [-8.4520, 2.8918, -2.5211], [-7.5181, 4.3368, -2.9051], [-9.2942, 4.3959, -2.9544], [-7.6105, 4.3140, 0.8146], [2.9608, -2.1341, 13.0354], [3.2010, -2.8972, 11.8273], [4.5315, -2.9033, 11.2411], [2.2321, -3.6076, 11.2234], [2.3911, -4.2612, 10.2084], [3.1698, -1.0759, 12.8682], [3.5961, -2.4924, 13.8475], [1.9203, -2.2407, 13.3342], [4.5011, -2.5114, 10.2241], [4.9229, -3.9199, 11.1988], [5.1910, -2.2864, 11.8458], [1.2597, -3.5446, 11.7388]],
  "forces_ev_per_a": [[-0.08, 0.21, 0.15], [0.25, -0.28, -0.09], [0.10, 0.13, 0.30], [-0.23, -0.03, -0.19], [0.23, 0.20, -0.44], [0.24, -0.05, -0.19], [0.16, 0.26, 0.41], [0.01, -0.21, -0.07], [0.07, 0.03, 0.16], [-0.07, -0.11, -0.44], [-0.28, -0.32, 0.13], [0.47, -0.10, 0.28], [-0.23, 0.13, -0.19], [0.05, 0.13, 0.01], [0.09, -0.26, -0.17], [-0.20, 0.10, -0.21], [0.06, -0.13, 0.01], [0.05, -0.15, 0.19], [0.17, 0.29, 0.01], [-0.02, 0.11, -0.03], [0.04, 0.01, -0.02], [0.06, -0.06, -0.07], [-0.04, -0.13, -0.09], [-0.15, 0.11, 0.03], [-0.06, 0.03, 0.03], [-0.20, -0.11, 0.34], [-0.13, -0.05, 0.01], [-0.05, 0.01, 0.05], [0.06, 0.07, 0.12], [0.00, 0.08, -0.06], [-0.08, 0.25, -0.01], [-0.02, -0.07, 0.06], [-0.06, 0.12, 0.04], [0.00, 0.04, -0.02], [-0.13, -0.13, 0.00], [0.01, -0.09, 0.02], [-0.03, -0.04, -0.04], [0.08, 0.08, 0.04], [0.10, -0.10, 0.08], [-0.07, 0.01, -0.13], [0.01, -0.03, -0.07], [-0.16, 0.04, 0.00], [-0.01, -0.02, 0.01], [-0.03, -0.03, 0.00], [-0.01, 0.00, -0.02], [0.04, 0.00, 0.05], [0.05, 0.03, 0.01], [-0.02, 0.01, 0.04], [0.02, -0.03, 0.00], [-0.02, 0.10, 0.08], [-0.07, -0.13, 0.05], [0.01, 0.09, -0.16], [0.04, 0.06, -0.15], [-0.02, 0.02, 0.06], [0.01, -0.04, -0.01], [-0.01, -0.04, -0.01], [0.01, 0.01, -0.01], [0.01, 0.03, 0.05], [-0.03, 0.02, 0.04], [0.03, -0.03, 0.00], [0.00, -0.02, 0.02], [0.01, -0.13, 0.01], [0.06, 0.04, 0.08], [-0.04, 0.00, -0.17], [-0.10, 0.03, -0.07], [0.05, -0.04, 0.03], [0.00, 0.07, 0.02], [0.04, 0.04, 0.02], [-0.01, -0.03, -0.05], [-0.01, -0.03, 0.02], [0.02, -0.02, 0.03], [-0.03, 0.05, 0.04], [0.01, 0.00, 0.01], [0.14, -0.08, 0.00], [-0.08, 0.05, 0.00], [0.03, 0.00, 0.10], [0.03, -0.07, 0.06], [-0.02, -0.01, -0.01], [-0.03, 0.05, 0.02], [-0.06, 0.04, -0.01], [0.03, -0.05, 0.01], [-0.01, -0.01, -0.05], [-0.02, -0.01, -0.06], [0.00, 0.07, 0.03], [0.01, 0.01, -0.01], [0.06, -0.07, -0.12], [-0.12, 0.06, -0.03], [0.06, -0.02, 0.07], [0.07, -0.01, 0.03], [-0.04, 0.01, -0.04], [-0.02, 0.03, 0.03], [-0.03, 0.02, 0.03], [0.01, 0.00, 0.02], [0.00, 0.00, -0.03], [0.00, -0.01, -0.02], [-0.02, 0.01, 0.01], [-0.01, 0.00, -0.01], [0.10, -0.04, -0.10], [0.04, 0.09, 0.08], [-0.09, -0.06, -0.03], [-0.07, -0.07, -0.01], [0.02, 0.03, 0.04], [-0.02, 0.01, 0.04], [-0.02, 0.02, 0.03], [-0.02, -0.01, 0.00], [0.03, 0.00, 0.00], [0.03, 0.01, -0.01], [0.00, 0.01, 0.02], [0.01, 0.00, 0.00]],
  "mulliken_charge": [-1.262, -0.146, -0.263, 0.223, -0.530, -1.299, 0.228, 0.299, -0.617, 0.523, -0.700, -0.372, 0.858, -0.929, -0.564, 0.438, -0.240, 0.768, -1.332, -0.195, 0.310, 0.390, 0.289, 0.305, 0.268, 0.271, 0.825, 0.393, -0.568, 0.394, 0.482, 0.074, 0.335, 0.345, 0.405, 0.270, 0.391, -1.048, 0.325, -0.665, -0.105, -0.570, 0.352, 0.347, 0.344, 0.237, 0.292, 0.109, 0.294, -0.914, 0.197, -0.950, 0.125, -0.608, 0.315, 0.321, 0.307, 0.257, 0.288, 0.392, 0.266, -0.714, 0.129, -0.970, 0.165, -0.662, 0.307, 0.160, 0.329, 0.313, 0.300, 0.353, 0.273, -0.787, 0.204, -0.721, 0.000, -0.543, 0.298, 0.239, 0.309, 0.220, 0.204, 0.331, 0.243, -0.912, 0.121, -0.938, 0.196, -0.617, 0.336, 0.336, 0.297, 0.291, 0.290, 0.378, 0.227, -0.924, 0.114, -0.864, 0.108, -0.555, 0.342, 0.340, 0.289, 0.220, 0.302, 0.376, 0.287]
}

---

# 2
{
  "formula": "C29H59Cl18NO2",
  "method": "ωB97M-V/def2-TZVPD",
  "smiles": "CCCCCCCCCCNC(=O)O.ClCCCl.ClCCCl.ClCCCl.ClCCCl.ClCCCl.ClCCCl.ClCCCl.ClCCCl.ClCCCl",
  "elements": ["C", "C", "C", "C", "C", "C", "C", "C", "C", "C", "N", "C", "O", "O", "H", "H", "H", "H", "H", "H", "H", "H", "H", "H", "H", "H", "H", "H", "H", "H", "H", "H", "H", "H", "H", "H", "H", "Cl", "C", "C", "Cl", "H", "H", "H", "H", "Cl", "C", "C", "Cl", "H", "H", "H", "H", "Cl", "C", "C", "Cl", "H", "H", "H", "H", "Cl", "C", "C", "Cl", "H", "H", "H", "H", "Cl", "C", "C", "Cl", "H", "H", "H", "H", "Cl", "C", "C", "Cl", "H", "H", "H", "H", "Cl", "C", "C", "Cl", "H", "H", "H", "H", "Cl", "C", "C", "Cl", "H", "H", "H", "H", "Cl", "C", "C", "Cl", "H", "H", "H", "H"],
  "positions_angstrom": [[-2.7063, -2.9831, -6.0102], [-2.3462, -4.3679, -5.4317], [-1.5243, -4.3179, -4.1257], [-2.3694, -4.4721, -2.8431], [-1.6717, -5.2682, -1.7343], [-0.2909, -4.7413, -1.3166], [-0.3099, -3.2868, -0.7941], [-0.2255, -3.1690, 0.7432], [1.1494, -2.7067, 1.2345], [1.3562, -1.2017, 1.0235], [2.7590, -0.9077, 0.6973], [3.0969, 0.4247, 0.3946], [4.1636, 0.8984, 0.6328], [2.1618, 1.1501, -0.3143], [-2.5661, -2.1970, -5.2591], [-2.0689, -2.7270, -6.8619], [-3.7499, -2.9294, -6.3347], [-3.2663, -4.9412, -5.2693], [-1.7804, -4.9282, -6.1856], [-0.7473, -5.0888, -4.1402], [-1.0237, -3.3410, -4.0907], [-3.2997, -4.9994, -3.1020], [-2.6817, -3.4866, -2.4733], [-1.5692, -6.3081, -2.0731], [-2.3165, -5.2788, -0.8467], [0.4407, -4.8626, -2.1227], [0.0613, -5.3854, -0.4981], [0.5491, -2.7555, -1.2282], [-1.2054, -2.7692, -1.1515], [-0.4937, -4.1202, 1.2188], [-0.9708, -2.4448, 1.1009], [1.2428, -2.9385, 2.3024], [1.9525, -3.2623, 0.7324], [0.6753, -0.8556, 0.2306], [1.0999, -0.6503, 1.9348], [3.0765, -1.5178, -0.0487], [1.4144, 1.4271, 0.2398], [-4.7682, -5.7277, 0.1935], [-5.9015, -5.6364, -1.1750], [-6.2414, -4.2143, -1.5402], [-7.2125, -3.4138, -0.2774], [-6.7915, -6.2006, -0.9040], [-5.4160, -6.1201, -2.0229], [-6.8325, -4.2030, -2.4544], [-5.3408, -3.6239, -1.6899], [3.4865, 4.8759, -3.5710], [4.6070, 3.6814, -2.8543], [4.5356, 3.6961, -1.3560], [5.1403, 5.2375, -0.6786], [5.6048, 3.9119, -3.2181], [4.3068, 2.7005, -3.2183], [5.1312, 2.8916, -0.9341], [3.5147, 3.5755, -1.0151], [-3.4113, -6.3748, 3.3893], [-4.9438, -7.2751, 3.5208], [-5.6962, -6.9429, 4.7824], [-4.8703, -7.5460, 6.2449], [-4.7058, -8.3337, 3.4660], [-5.5411, -6.9927, 2.6563], [-6.6761, -7.4165, 4.7523], [-5.8225, -5.8693, 4.8951], [1.8909, 6.0092, 2.5954], [3.6157, 5.6013, 2.8428], [3.8260, 4.6787, 4.0106], [3.4529, 5.4475, 5.5796], [4.1609, 6.5343, 2.9457], [3.9598, 5.1100, 1.9363], [4.8684, 4.3667, 4.0407], [3.1983, 3.7953, 3.9260], [-1.9589, 5.4300, 0.2941], [-0.6998, 6.4212, -0.4945], [-0.0067, 5.6829, -1.6077], [1.0117, 4.3573, -0.9968], [0.0067, 6.7221, 0.2753], [-1.1908, 7.3054, -0.8970], [0.6803, 6.3505, -2.1220], [-0.7143, 5.2720, -2.3231], [-3.0686, -9.0270, -0.8113], [-4.2813, -10.3323, -0.8386], [-5.6838, -9.7916, -0.7284], [-6.0017, -9.0856, 0.8787], [-4.0557, -11.0146, -0.0232], [-4.1696, -10.8575, -1.7856], [-6.4052, -10.5933, -0.8759], [-5.8597, -9.0143, -1.4681], [1.1089, 8.6046, -3.3831], [2.8702, 8.4957, -3.0877], [3.3242, 9.4313, -1.9988], [3.1932, 11.1437, -2.4789], [3.3688, 8.7052, -4.0300], [3.0823, 7.4675, -2.7944], [4.3720, 9.2378, -1.7761], [2.7373, 9.2976, -1.0936], [-0.1457, 0.6659, 5.6527], [0.6161, 2.2552, 5.3775], [0.2456, 2.8379, 4.0394], [0.9514, 1.8927, 2.6936], [1.6908, 2.1224, 5.4712], [0.2711, 2.9216, 6.1657], [0.6339, 3.8500, 3.9519], [-0.8310, 2.8533, 3.8932], [6.1787, 7.6788, 3.9917], [6.8624, 9.3019, 3.7189], [6.5670, 9.8097, 2.3309], [7.4044, 8.8714, 1.0668], [7.9316, 9.2400, 3.9027], [6.4112, 9.9690, 4.4510], [6.9067, 10.8407, 2.2472], [5.5028, 9.7677, 2.1139]],
  "forces_ev_per_a": [[-0.01, 0.05, 0.18], [0.09, -0.02, -0.16], [-0.30, 0.23, 0.01], [-0.07, -0.11, -0.16], [0.08, 0.17, 0.07], [-0.04, -0.06, 0.33], [0.22, -0.07, -0.03], [-0.20, 0.18, 0.00], [-0.01, -0.07, 0.40], [-0.12, 0.06, -0.35], [-0.39, -0.05, 0.17], [-0.17, -0.14, -0.18], [0.40, 0.07, -0.16], [-0.19, 0.25, 0.36], [-0.07, -0.10, -0.07], [-0.11, -0.01, 0.11], [0.17, -0.03, -0.06], [0.14, 0.02, 0.06], [-0.11, 0.08, 0.09], [-0.09, 0.04, -0.01], [0.21, -0.28, 0.00], [0.12, 0.04, 0.09], [0.05, -0.13, -0.06], [-0.01, 0.11, 0.09], [0.09, -0.07, -0.18], [-0.19, 0.09, -0.03], [0.06, 0.05, -0.21], [-0.21, 0.05, 0.05], [0.13, -0.07, -0.03], [0.06, 0.08, -0.14], [0.11, -0.12, -0.01], [0.11, 0.05, -0.17], [-0.16, 0.01, -0.03], [0.09, -0.03, 0.04], [0.01, -0.17, -0.15], [0.29, 0.01, 0.18], [0.04, -0.11, -0.18], [-0.08, 0.08, 0.09], [0.02, -0.10, -0.06], [0.01, 0.01, -0.04], [0.00, 0.01, 0.00], [0.00, 0.02, 0.03], [0.02, 0.02, 0.00], [-0.01, -0.01, 0.01], [0.00, 0.01, 0.02], [0.03, 0.00, -0.21], [0.03, -0.03, -0.04], [-0.07, -0.06, 0.15], [0.04, 0.05, 0.03], [-0.01, 0.03, 0.00], [-0.04, 0.02, -0.01], [0.09, 0.00, 0.01], [-0.03, -0.01, 0.03], [0.06, 0.01, 0.02], [-0.02, 0.03, 0.01], [-0.03, 0.02, 0.00], [0.00, 0.00, 0.00], [0.01, 0.00, 0.01], [-0.01, 0.02, 0.00], [0.01, -0.01, 0.00], [0.03, 0.00, 0.01], [-0.01, -0.01, 0.04], [0.05, 0.02, -0.19], [-0.02, -0.06, 0.00], [-0.04, -0.01, 0.00], [-0.12, -0.02, 0.09], [-0.05, -0.07, -0.07], [0.01, 0.04, 0.02], [0.00, -0.04, -0.03], [0.01, -0.01, 0.01], [0.04, 0.09, 0.00], [0.17, 0.06, -0.05], [-0.14, -0.29, 0.18], [0.00, -0.02, 0.00], [-0.02, -0.01, -0.01], [-0.16, 0.07, -0.02], [0.01, -0.06, 0.03], [0.01, 0.00, 0.00], [0.02, -0.01, -0.02], [-0.04, -0.01, -0.04], [-0.07, -0.09, -0.08], [0.01, 0.02, 0.02], [0.00, 0.01, 0.00], [0.02, -0.02, 0.02], [0.00, 0.02, 0.02], [0.02, 0.11, -0.04], [0.05, -0.12, 0.04], [0.02, -0.04, 0.02], [-0.01, 0.03, 0.01], [-0.02, 0.03, -0.01], [0.00, 0.05, 0.01], [0.01, 0.00, -0.01], [-0.02, 0.01, 0.00], [0.01, 0.00, -0.01], [0.02, -0.01, 0.01], [-0.10, 0.10, 0.04], [0.06, 0.07, 0.08], [0.01, 0.00, 0.00], [-0.01, 0.00, -0.01], [0.04, 0.04, -0.03], [0.01, -0.04, -0.02], [0.09, 0.03, 0.12], [0.04, 0.02, -0.03], [-0.02, 0.08, -0.02], [-0.01, -0.01, 0.02], [0.00, -0.01, -0.03], [-0.02, -0.02, 0.00], [0.02, -0.01, -0.02], [-0.01, -0.01, 0.02]],
  "mulliken_charge": [-1.190, -0.533, -0.811, 0.122, -0.284, -1.162, -0.126, -1.013, -0.828, -0.162, -0.211, 0.354, -0.530, -0.337, 0.351, 0.297, 0.316, 0.309, 0.349, 0.425, 0.242, 0.238, 0.130, 0.309, -0.193, 0.360, 0.514, 0.296, 0.301, 0.393, 0.387, 0.390, 0.324, 0.367, 0.105, 0.291, 0.261, -0.091, -0.535, -0.300, -0.206, 0.421, 0.218, 0.389, 0.121, -0.162, -0.547, 0.122, -0.163, 0.377, 0.343, 0.357, -0.327, -0.168, -0.180, -0.474, -0.197, 0.309, 0.033, 0.309, 0.333, -0.181, 0.290, -0.376, -0.194, -0.015, -0.117, 0.436, 0.138, -0.207, -0.220, -0.051, -0.010, 0.136, 0.336, -0.325, 0.352, -0.104, -0.534, -0.422, -0.136, 0.343, 0.299, 0.340, 0.247, -0.210, 0.109, -0.401, -0.200, 0.401, -0.252, 0.271, 0.279, -0.190, -0.342, -0.575, -0.105, 0.237, 0.370, 0.145, 0.403, -0.140, -0.489, -0.498, -0.183, 0.354, 0.293, 0.355, 0.313]
}

---

Number 1: HOMO level -8.6 eV, frontier orbital gap 9.11 eV. Number 2: HOMO level -9.7 eV, frontier orbital gap 10.14 eV.